Record 1
Below is an isolated ion of composition C7H13BrNS and charge +1, with properties calculated with wB97M-V/def2-TZVPD.

CARTESIAN COORDINATES (ANGSTROEM)
C1 1.981 -2.172 0.916
C2 2.209 -1.000 -0.148
C3 2.855 -1.488 -1.468
C4 1.177 0.007 -0.261
S1 -0.308 0.155 0.404
C5 -2.263 -0.227 -0.221
Br1 -3.206 -0.894 1.169
N1 -2.405 1.339 -0.337
C6 -2.896 2.091 0.813
C7 -0.987 1.706 -0.536
H1 1.245 -1.888 1.746
H2 2.785 -2.454 1.509
H3 1.497 -2.987 0.462
H4 3.022 -0.307 0.353
H5 3.600 -2.233 -1.147
H6 3.305 -0.595 -1.983
H7 2.110 -1.911 -2.158
H8 -3.074 1.326 -1.087
H9 -4.001 1.991 1.072
H10 -2.225 1.938 1.725
H11 -2.835 3.185 0.721
H12 -0.719 1.803 -1.542
H13 -0.870 2.615 -0.001

Summary:
Total charge = +1
E_tot = -3300.93697 Ha
Relative energy (zero: lowest compared OMol25 entry of this formula, charge and spin) = 609.2 kJ/mol

The net atomic charges from Mulliken, expressed in e, are: number 1, C, carries -1.40; number 2, C, carries 1.13; number 3, C, carries -1.21; number 4, C, carries -0.65; number 5, S, carries 0.14; number 6, C, carries -0.21; number 7, Br, carries 0.03; number 8, N, carries 0.02; number 9, C, carries -1.01; number 10, C, carries -0.57; number 11, H, carries 0.35; number 12, H, carries 0.41; number 13, H, carries 0.41; number 14, H, carries 0.15; number 15, H, carries 0.36; number 16, H, carries 0.36; number 17, H, carries 0.34; number 18, H, carries 0.37; number 19, H, carries 0.32; number 20, H, carries 0.43; number 21, H, carries 0.39; number 22, H, carries 0.43; number 23, H, carries 0.40



Record 2
Below is a 2-piece molecular cluster, C7H13ClNO2 overall, with properties calculated with wB97M-V/def2-TZVPD.

CARTESIAN COORDINATES (ANGSTROEM)
C1 0.194 -1.568 -0.530
C2 -0.546 -1.155 1.637
C3 0.542 -0.165 -0.827
C4 -0.837 0.494 1.076
C5 1.852 0.258 -0.244
C6 0.458 -0.028 -2.402
C7 -1.408 1.435 2.108
N1 -0.449 0.710 -0.180
O1 -0.701 1.791 -0.819
O2 0.425 -1.848 0.854
Cl1 -1.102 0.034 4.928
H1 -0.902 -1.799 -0.680
H2 0.840 -2.337 -0.958
H3 -0.281 -1.127 2.665
H4 -1.509 -1.621 1.604
H5 2.644 -0.405 -0.425
H6 1.697 0.405 0.796
H7 1.974 1.271 -0.819
H8 -0.507 0.219 -2.653
H9 0.763 -1.057 -2.866
H10 1.203 0.750 -2.831
H11 -2.475 1.422 2.284
H12 -1.178 2.562 1.728
H13 -0.879 1.028 3.097

Summary:
Total charge = -1
E_tot = -939.88547 Ha
Relative energy (zero: lowest compared OMol25 entry of this formula, charge and spin) = 271.1 kJ/mol

The net atomic charges from Mulliken, expressed in e, are: number 1, C, carries -0.96; number 2, C, carries -0.53; number 3, C, carries 1.21; number 4, C, carries 0.44; number 5, C, carries -1.54; number 6, C, carries -1.48; number 7, C, carries -0.81; number 8, N, carries 0.50; number 9, O, carries -0.77; number 10, O, carries -0.47; number 11, Cl, carries -0.80; number 12, H, carries 0.38; number 13, H, carries 0.45; number 14, H, carries 0.36; number 15, H, carries 0.35; number 16, H, carries 0.35; number 17, H, carries 0.42; number 18, H, carries 0.35; number 19, H, carries 0.47; number 20, H, carries 0.31; number 21, H, carries 0.27; number 22, H, carries 0.29; number 23, H, carries 0.22; number 24, H, carries 0.03



Record 3
Below is C7H13F3OS2Sb as an isolated structure, with properties calculated with wB97M-V/def2-TZVPD.

CARTESIAN COORDINATES (ANGSTROEM)
F1 -3.165 2.523 1.847
C1 -2.862 1.730 0.710
F2 -2.578 2.386 -0.506
C2 -2.847 0.337 0.864
F3 -2.939 -0.216 2.171
C3 -2.702 -0.660 -0.357
C4 -1.368 -1.587 -0.277
Sb1 0.395 -0.500 -1.161
S1 1.841 -2.522 -0.891
S2 2.197 0.762 -2.244
C5 0.870 0.179 0.875
C6 2.220 1.216 0.870
C7 3.678 0.427 0.861
O1 3.073 1.179 2.113
H1 -3.577 -1.402 -0.264
H2 -2.757 -0.042 -1.306
H3 -1.595 -2.542 -0.874
H4 -1.205 -1.825 0.836
H5 -0.691 0.873 -1.379
H6 -0.044 -1.154 -2.738
H7 1.040 -3.588 -0.524
H8 1.583 1.737 -3.025
H9 0.027 0.768 1.359
H10 1.229 -0.646 1.587
H11 2.138 2.224 0.249
H12 4.423 1.040 0.275
H13 3.617 -0.697 0.930

Summary:
Total charge = -1
E_tot = -1685.76309 Ha

The net atomic charges from Mulliken, expressed in e, are: number 1, F, carries -0.25; number 2, C, carries 0.34; number 3, F, carries -0.20; number 4, C, carries 0.35; number 5, F, carries -0.33; number 6, C, carries -0.44; number 7, C, carries -1.13; number 8, Sb, carries 0.77; number 9, S, carries -0.50; number 10, S, carries -0.49; number 11, C, carries -0.67; number 12, C, carries 0.00; number 13, C, carries -0.47; number 14, O, carries -0.45; number 15, H, carries 0.34; number 16, H, carries 0.23; number 17, H, carries 0.33; number 18, H, carries 0.36; number 19, H, carries -0.11; number 20, H, carries -0.11; number 21, H, carries 0.05; number 22, H, carries 0.09; number 23, H, carries 0.13; number 24, H, carries 0.34; number 25, H, carries 0.32; number 26, H, carries 0.26; number 27, H, carries 0.26



Record 4
Below is C7H13FO in the gas phase, with properties calculated with wB97M-V/def2-TZVPD.

CARTESIAN COORDINATES (ANGSTROEM)
C1 -0.928 1.284 -1.225
C2 0.218 0.238 -0.614
C3 0.848 -0.490 -1.722
C4 1.309 0.990 0.194
C5 -0.559 -0.681 0.366
C6 0.145 -1.626 1.329
O1 -0.495 -1.065 2.492
C7 -1.144 -0.033 1.741
F1 -2.530 -0.117 1.813
H1 -0.649 1.620 -2.186
H2 -0.913 2.214 -0.543
H3 -1.900 0.829 -1.412
H4 1.480 0.179 -2.349
H5 1.415 -1.259 -1.266
H6 0.069 -0.902 -2.429
H7 1.971 1.492 -0.395
H8 1.878 0.306 0.881
H9 0.825 1.771 0.720
H10 -1.436 -1.277 -0.095
H11 -0.093 -2.726 1.215
H12 1.238 -1.617 1.462
H13 -0.749 0.870 2.022

Summary:
E_tot = -449.55597 Ha
Relative energy (zero: lowest compared OMol25 entry of this formula, charge and spin) = 60.9 kJ/mol

The net atomic charges from Mulliken, expressed in e, are: number 1, C, carries -1.57; number 2, C, carries 1.62; number 3, C, carries -1.81; number 4, C, carries -1.77; number 5, C, carries -0.27; number 6, C, carries -0.72; number 7, O, carries -0.42; number 8, C, carries 0.11; number 9, F, carries -0.32; number 10, H, carries 0.48; number 11, H, carries 0.32; number 12, H, carries 0.36; number 13, H, carries 0.43; number 14, H, carries 0.44; number 15, H, carries 0.37; number 16, H, carries 0.54; number 17, H, carries 0.24; number 18, H, carries 0.45; number 19, H, carries 0.57; number 20, H, carries 0.25; number 21, H, carries 0.27; number 22, H, carries 0.44



Record 5
Below is C7H13N as an isolated structure, with properties calculated with wB97M-V/def2-TZVPD.

CARTESIAN COORDINATES (ANGSTROEM)
C1 -0.084 -0.583 -0.527
C2 -0.079 0.771 -0.103
C3 0.982 -1.605 -0.248
C4 -1.018 1.766 -0.733
C5 1.686 1.145 -0.997
C6 -1.562 -0.955 0.755
C7 -1.447 -1.077 2.071
N1 2.829 1.147 -0.454
H1 -0.607 -0.752 -1.467
H2 0.177 1.001 0.927
H3 2.831 0.706 0.472
H4 1.583 1.602 -1.996
H5 -2.457 -1.321 0.247
H6 1.770 -1.565 -1.003
H7 0.558 -2.609 -0.316
H8 1.408 -1.493 0.751
H9 -1.809 2.035 -0.029
H10 -1.486 1.371 -1.638
H11 -0.490 2.683 -1.008
H12 -0.572 -0.718 2.610
H13 -2.213 -1.551 2.687

Summary:
E_tot = -329.09544 Ha
Relative energy (zero: lowest compared OMol25 entry of this formula, charge and spin) = 462.1 kJ/mol

The net atomic charges from Mulliken, expressed in e, are: number 1, C, carries 0.17; number 2, C, carries 0.44; number 3, C, carries -1.51; number 4, C, carries -1.51; number 5, C, carries -0.21; number 6, C, carries -0.34; number 7, C, carries -0.62; number 8, N, carries -0.65; number 9, H, carries 0.25; number 10, H, carries 0.34; number 11, H, carries 0.27; number 12, H, carries 0.35; number 13, H, carries 0.32; number 14, H, carries 0.44; number 15, H, carries 0.44; number 16, H, carries 0.26; number 17, H, carries 0.38; number 18, H, carries 0.29; number 19, H, carries 0.41; number 20, H, carries 0.21; number 21, H, carries 0.28



Record 6
Below is a 3-piece molecular cluster, C7H13N overall, with properties calculated with wB97M-V/def2-TZVPD.

CARTESIAN COORDINATES (ANGSTROEM)
C1 -1.382 1.412 1.562
C2 -0.701 0.614 0.991
C3 0.449 -0.002 0.315
C4 1.538 0.949 0.408
C5 0.087 -0.226 -1.222
C6 0.805 -1.362 0.963
H1 -2.089 1.572 2.270
H2 2.511 0.482 0.301
H3 1.697 1.407 1.387
H4 1.594 1.754 -0.281
H5 0.095 -1.248 -1.561
H6 -0.813 0.280 -1.505
H7 0.925 0.307 -1.765
H8 1.044 -1.371 2.108
H9 1.462 -1.923 0.332
H10 -0.236 -1.827 0.901
H11 1.030 0.463 -3.818
H12 1.161 -0.244 -3.580
C7 -3.068 -0.357 0.784
N1 -3.193 -0.444 -0.356
H13 -2.916 -0.236 1.768

Summary:
E_tot = -329.07645 Ha
Relative energy (zero: lowest compared OMol25 entry of this formula, charge and spin) = 512.0 kJ/mol

The net atomic charges from Mulliken, expressed in e, are: number 1, C, carries -0.13; number 2, C, carries -1.47; number 3, C, carries 2.56; number 4, C, carries -2.03; number 5, C, carries -1.56; number 6, C, carries -1.48; number 7, H, carries 0.51; number 8, H, carries 0.45; number 9, H, carries 0.38; number 10, H, carries 0.47; number 11, H, carries 0.42; number 12, H, carries 0.46; number 13, H, carries 0.26; number 14, H, carries 0.29; number 15, H, carries 0.42; number 16, H, carries 0.36; number 17, H, carries 0.10; number 18, H, carries -0.03; number 19, C, carries 0.05; number 20, N, carries -0.41; number 21, H, carries 0.37